(1)
Computed, not measured: 2 unconnected molecules or ions with the total composition C3H11N3O in a non-equilibrium geometry, with ωB97M-V/def2-TZVPD.

Geometry as XYZ:
```
18
Properties=species:S:1:pos:R:3:forces:R:3
C 0.762 2.054 0.289 -0.042 -0.082 -0.232
N 1.099 0.706 0.698 -0.183 -1.290 0.108
O 2.551 0.598 0.654 -0.446 0.029 -0.685
H 2.813 0.359 1.550 -0.290 -0.046 0.016
H -1.327 0.039 -0.284 -2.122 0.025 -0.489
H -0.316 2.166 0.377 -0.026 0.013 -0.018
H 1.067 2.259 -0.744 0.042 0.053 -0.005
H 1.259 2.752 0.960 -0.024 -0.077 -0.061
C 0.730 -1.628 0.200 0.387 -0.033 0.181
N 0.468 -0.256 -0.187 1.022 1.281 0.567
C -3.048 -0.777 -0.824 -0.192 -0.618 -0.244
N -2.391 0.212 -0.445 1.982 0.691 0.750
H 0.732 -0.086 -1.160 0.242 0.051 0.136
H 0.059 -2.292 -0.342 -0.096 0.045 -0.022
H 0.544 -1.722 1.270 -0.070 -0.038 -0.054
H 1.760 -1.940 -0.006 -0.057 0.028 0.078
H -2.640 -1.773 -1.045 0.079 0.013 0.088
H -4.121 -0.671 -0.962 -0.206 -0.045 -0.114
```
Positions in Å, forces in eV/Å.

Results
Highest occupied orbital energy ... -8.82 eV
Orbital gap ... 9.7 eV
Net charge ... 0
SMILES ... CNN(C)O.C=N

Löwdin atomic charge list, values in e, 2 entries: -0.08 -0.24

---

(2)
Computed, not measured: 2 unconnected molecules or ions with the total composition C3H11N3O in a non-equilibrium geometry, with ωB97M-V/def2-TZVPD.

Geometry as XYZ:
```
18
Properties=species:S:1:pos:R:3:forces:R:3
C -0.866 -0.929 2.745 -1.571 1.721 -1.288
C -0.123 -0.274 1.574 -1.477 0.119 -1.164
N -0.607 -0.705 0.227 -1.029 0.245 0.212
C -0.011 -1.748 -0.445 2.344 1.724 -2.240
N 1.459 -1.570 -0.502 -3.265 -1.141 0.277
N -0.573 -2.481 -1.332 -1.616 -0.105 1.885
H -0.639 -1.971 2.766 0.478 -0.633 0.928
H -0.701 -0.223 3.581 0.121 -1.277 0.262
H -1.979 -0.889 2.527 1.163 0.103 0.220
H 0.931 -0.505 1.606 0.159 0.226 0.390
H -0.270 0.811 1.661 0.297 -0.212 -0.206
H -1.593 -0.512 -0.068 1.325 -0.531 0.840
H 1.772 -1.065 0.307 1.063 -0.743 0.013
H 1.741 -2.507 -0.770 1.301 0.423 0.606
H -0.132 -3.373 -1.469 0.705 0.082 -0.734
H 0.919 5.310 -4.038 0.061 0.180 -0.223
H -0.028 6.478 -3.914 0.030 0.112 -0.129
O 0.699 6.154 -4.458 -0.091 -0.295 0.350
```
Positions in Å, forces in eV/Å.

Results
Highest occupied orbital energy ... -8.54 eV
Orbital gap ... 9.3 eV
Net charge ... 0
SMILES ... [H]/N=C(\N)NCC.O

Löwdin atomic charge list, values in e, 2 entries: -0.09 -0.25

---

(3)
Computed, not measured: a molecular structure, C3H11N3O in a non-equilibrium geometry, with ωB97M-V/def2-TZVPD.

Geometry as XYZ:
```
18
Properties=species:S:1:pos:R:3:forces:R:3
C -0.494 0.560 0.244 -2.318 -1.982 1.967
C 0.178 -1.777 -0.278 0.026 -0.023 -0.201
C -1.139 0.833 -1.094 0.202 -0.099 0.220
N 0.210 -0.601 0.576 2.281 1.387 -1.001
N 2.324 1.199 0.616 -0.399 -0.341 -0.153
N -1.500 -0.258 1.210 -0.464 1.061 -0.810
O 1.609 0.473 -0.373 0.832 -0.402 0.107
H -0.144 1.424 0.801 0.022 -0.110 -0.104
H 3.195 0.696 0.788 -0.105 0.067 -0.056
H 2.588 2.092 0.200 -0.092 -0.164 -0.061
H -1.388 -0.205 2.213 -0.113 -0.048 -0.340
H -2.198 -0.874 0.810 0.080 0.317 0.253
H 1.202 -1.882 -0.641 -0.045 -0.021 0.062
H -0.075 -2.641 0.334 0.057 0.028 0.051
H -0.483 -1.756 -1.149 -0.036 0.207 0.093
H -0.353 1.123 -1.787 -0.065 0.088 -0.036
H -1.660 -0.037 -1.494 0.039 -0.022 0.048
H -1.873 1.630 -0.977 0.099 0.058 -0.037
```
Positions in Å, forces in eV/Å.

Results
Highest occupied orbital energy (spin up / spin down) ... -6.91 / -6.91 eV
Orbital gap (spin up / spin down) ... 7.8 / 7.8 eV
Net charge ... 0

Löwdin atomic charge list, values in e, 2 entries: -0.39 -0.09

---

(4)
Computed, not measured: 2 unconnected molecules or ions with the total composition C3H11N3O2 in a non-equilibrium geometry, with ωB97M-V/def2-TZVPD.

Geometry as XYZ:
```
19
Properties=species:S:1:pos:R:3:forces:R:3
C 1.371 -0.676 -2.192 0.120 -0.150 -0.094
C -1.457 0.624 -0.835 -0.024 -0.104 0.142
N 1.314 -0.528 -0.748 0.549 -0.074 0.004
C -0.859 0.011 0.411 -0.269 0.504 0.068
O -1.071 -1.122 0.780 -0.058 -0.442 0.118
H 1.243 -1.437 -0.303 -0.009 0.131 0.077
H 0.471 -1.195 -2.524 0.031 0.031 -0.095
H 2.244 -1.231 -2.555 -0.075 0.010 -0.070
H 1.384 0.312 -2.647 -0.030 0.058 -0.146
H -0.766 1.308 -1.316 0.067 0.101 -0.083
H -2.359 1.168 -0.554 -0.027 0.017 -0.017
H -1.731 -0.169 -1.521 0.028 -0.092 -0.070
N -0.386 -0.010 3.363 -0.360 -0.247 0.517
N -0.268 0.953 1.209 -0.304 -0.034 1.168
O 0.432 0.544 2.396 0.184 0.094 -1.090
H 0.192 1.751 0.808 0.092 0.008 0.000
H 2.161 -0.086 -0.403 -0.090 -0.134 -0.001
H -0.804 -0.865 2.996 0.054 0.315 -0.160
H -1.112 0.650 3.636 0.121 0.008 -0.267
```
Positions in Å, forces in eV/Å.

Results
Highest occupied orbital energy ... -9.26 eV
Orbital gap ... 10.1 eV
Net charge ... 0
SMILES ... CC(=O)NON.CN

Löwdin atomic charge list, values in e, 2 entries: -0.18 -0.01

---

(5)
Computed, not measured: 2 unconnected molecules or ions with the total composition C3H11N3O2 in a non-equilibrium geometry, with ωB97M-V/def2-TZVPD.

Geometry as XYZ:
```
19
Properties=species:S:1:pos:R:3:forces:R:3
C -1.861 0.266 -0.362 1.061 0.263 -2.474
C -1.507 1.500 0.436 0.220 -0.356 0.122
N -0.080 0.581 -2.082 -0.448 0.703 0.313
O -0.695 -0.333 -1.200 -1.414 -0.137 1.592
H 0.880 0.702 -1.754 -0.282 -0.198 -0.043
H -0.073 0.155 -3.007 -0.042 -0.148 0.374
H -2.312 -0.530 0.230 0.622 -0.283 -0.064
H -2.585 0.513 -1.145 -0.080 0.144 0.185
H -0.925 1.258 1.323 0.178 -0.018 -0.038
H -0.955 2.204 -0.182 0.036 0.018 -0.033
H -2.418 1.988 0.784 -0.128 -0.004 -0.092
C 0.867 -1.990 1.063 -0.806 -0.336 -0.415
O 2.815 0.804 0.256 0.698 0.840 0.310
N 1.717 0.009 0.353 -0.829 -2.190 0.368
N 1.968 -1.108 0.827 1.048 2.060 0.080
H 3.353 0.714 1.067 -0.031 -0.505 -0.379
H -0.052 -1.710 0.545 0.083 0.213 0.084
H 0.707 -2.043 2.141 0.030 -0.050 -0.050
H 1.157 -2.979 0.707 0.084 -0.018 0.160
```
Positions in Å, forces in eV/Å.

Results
Highest occupied orbital energy ... -9.06 eV
Orbital gap ... 10.1 eV
Net charge ... 0
SMILES ... C/N=N/O.CCON

Löwdin atomic charge list, values in e, 2 entries: -0.19 -0.10

---

(6)
Computed, not measured: a single C3H11N3O2 molecule, with ωB97M-V/def2-TZVPD.

Geometry as XYZ:
```
19
Properties=species:S:1:pos:R:3:forces:R:3
C -1.304 0.769 -0.845 0.403 0.002 -0.178
C -0.132 -0.100 -0.349 -0.048 0.237 -0.124
C 1.339 -1.450 1.955 -0.008 0.050 -0.463
N 0.280 0.514 0.913 -0.139 0.507 0.392
N 0.479 -0.279 2.043 -0.134 -0.186 0.266
N -1.401 0.328 -3.184 0.182 0.279 -0.265
O -2.041 0.255 -1.934 -0.095 -0.216 -0.063
O 1.463 1.280 0.675 0.013 -0.354 -0.266
H 1.447 1.979 1.340 -0.244 -0.121 -0.001
H -0.432 -0.501 2.427 0.137 0.210 -0.016
H -0.573 -0.266 -3.171 -0.040 0.184 0.125
H -1.113 1.302 -3.348 -0.046 -0.429 0.196
H -2.033 0.846 -0.043 -0.001 0.051 0.116
H -0.926 1.776 -1.079 -0.073 -0.076 0.065
H -0.482 -1.121 -0.178 0.046 0.063 0.076
H 0.702 -0.120 -1.060 -0.081 -0.074 0.048
H 2.294 -1.131 1.539 0.032 -0.085 0.062
H 0.935 -2.262 1.336 0.047 0.011 0.011
H 1.498 -1.820 2.964 0.049 -0.055 0.018
```
Positions in Å, forces in eV/Å.

Results
Highest occupied orbital energy ... -8.70 eV
Orbital gap ... 9.6 eV
Net charge ... 0
SMILES ... CNN(O)CCON

Löwdin atomic charge list, values in e, 2 entries: -0.22 -0.15

---

no.,DFT total energy (eV)
1,-9803.7393
2,-9805.9903
3,-9800.9338
4,-11851.6646
5,-11850.0371
6,-11850.0286